(1)
C7H8S | ωB97M-V/def2-TZVPD

```
16
Properties=species:S:1:pos:R:3
S -0.66944 -0.22515 -1.47977
C -0.20665 -0.28414 0.16365
C 0.19525 -1.79354 -2.07981
C 0.15993 -2.75457 1.14616
C -0.18505 3.31993 1.07071
C -0.05154 0.81143 0.93126
C -0.24688 -1.58841 0.79379
C 0.13794 2.11179 0.34807
H 0.28117 -3.86391 1.38059
H -0.08057 4.23930 0.48706
H 0.25885 -2.44524 -1.10166
H -0.40759 -2.36712 -2.94634
H -0.57668 3.51635 2.18765
H -0.24656 0.82608 2.11124
H 1.29392 -1.61772 -2.18556
H 0.34393 2.11490 -0.82703
```

Calculated values
Gap between HOMO and LUMO: 7.8 eV
Energy above the lowest of the compared OMol25 structures with the same formula, charge and spin: 4.776 eV
Multiplicity: 1

(2)
C4H3F3 | ωB97M-V/def2-TZVPD

```
10
Properties=species:S:1:pos:R:3
F -1.00139 1.75648 -0.76803
F -1.78881 -1.21272 0.88774
F 2.16685 0.91705 0.97286
C 2.24721 -1.04374 -0.54263
C -1.80936 0.09847 0.69367
C -1.19994 0.53812 -0.37876
C 2.27587 -0.05501 0.15829
H -2.27888 0.79402 1.33215
H -0.78437 -0.13650 -0.97572
H 2.17284 -1.65618 -1.37957
```

Calculated values
Gap between HOMO and LUMO: 10.6 eV
Energy above the lowest of the compared OMol25 structures with the same formula, charge and spin: 3.371 eV
Multiplicity: 1

(3)
C7H10N3OP | ωB97M-V/def2-TZVPD

```
22
Properties=species:S:1:pos:R:3
P -2.88580 1.88791 -0.28721
O 0.10037 -1.80963 0.59941
N 2.57349 1.99498 1.81386
N -1.33641 -0.21649 -0.17763
N -0.42551 2.80906 0.51382
C 1.14638 -2.63477 0.21663
C 1.47664 1.85507 1.49852
C -0.69118 -1.31230 -0.34792
C 2.39971 -1.92019 -0.25729
C 0.10864 1.84133 1.23176
C -1.52130 3.10649 -0.05957
C -2.26384 0.32088 -0.85556
H 3.36133 -2.33813 -0.28183
H 2.26203 -1.77543 -1.33038
H -2.75121 -0.30801 -1.55263
H 0.69547 -3.41128 -0.57974
H -0.66147 -1.80304 -1.27634
H -1.74865 4.22242 -0.29530
H 1.40137 -3.10504 1.10780
H -0.49759 1.01556 1.63181
H -3.26537 2.52085 -1.47397
H 2.52289 -0.94024 0.16176
```

Calculated values
Gap between HOMO and LUMO (spin up / spin down): 7.8 / 8.1 eV
Energy above the lowest of the compared OMol25 structures with the same formula, charge and spin: 1.608 eV
Multiplicity: 3

(4)
C5H8O2 | ωB97M-V/def2-TZVPD

```
15
Properties=species:S:1:pos:R:3
O 1.76399 0.29776 -1.59460
O -0.33334 0.37168 1.86086
C 0.95874 -0.69244 -1.23659
C 1.21007 -0.89086 0.24236
C -1.85610 -0.11524 -0.03936
C 0.60377 0.39207 0.80588
C -0.79825 0.76928 0.57090
H -0.98149 1.84155 0.46655
H -1.99844 0.09796 -1.10400
H 1.52993 0.54665 -2.49978
H -1.60454 -1.17378 0.06436
H -2.80221 0.06781 0.48228
H 2.27885 -0.94144 0.49319
H 0.70439 -1.78105 0.62597
H 1.32463 1.21007 0.86197
```

Calculated values
Gap between HOMO and LUMO: 9.5 eV
Energy above the lowest of the compared OMol25 structures with the same formula, charge and spin: 3.923 eV
Multiplicity: 1

(5)
HN3O2 | ωB97M-V/def2-TZVPD

```
6
Properties=species:S:1:pos:R:3
O -1.24008 0.44471 -0.22190
O -0.99300 -1.48714 1.13299
N 1.57366 0.59097 0.09838
N -0.78700 -0.70239 0.28046
N -0.04886 -0.29876 -0.70068
H 1.49528 1.45262 -0.58925
```

Calculated values
Gap between HOMO and LUMO (spin up / spin down): 8.7 / 7.6 eV
Energy above the lowest of the compared OMol25 structures with the same formula, charge and spin: 9.858 eV
Multiplicity: 1

(6)
C38H63NO14 | ωB97M-V/def2-TZVPD

```
116
Properties=species:S:1:pos:R:3
O -3.09406 1.18362 1.12153
O -6.67044 5.89925 -0.15519
O -1.05866 5.35199 -2.38784
O -2.09909 7.14740 -3.28574
O -6.37714 4.68606 1.73138
O -3.19645 5.52921 -2.15315
O -1.43949 -2.25774 3.37911
O -5.09290 -3.51647 1.15177
O -3.83911 -1.91183 -0.54929
O 7.28736 1.79334 3.86578
O 7.24553 3.98324 4.42611
O -3.32102 -0.35012 -2.13531
O -5.28803 4.23329 -0.19548
O 5.59717 2.98065 3.24844
N -1.85415 -0.65109 1.73293
C 5.09448 -1.17482 0.74960
C 6.56603 -2.06907 -1.19483
C -4.22030 -4.66316 -4.49158
C 3.04965 0.35727 0.28508
C -0.66379 -2.23593 -1.56235
C -1.50653 -1.09598 3.03419
C -1.14362 0.00568 4.03292
C -3.00909 -2.58304 0.41763
C -2.82454 -2.72928 -4.64663
C -7.60423 6.71164 0.55598
C -4.42120 6.23502 -2.37661
C 6.75942 3.01768 3.90123
C -5.56103 -4.85723 1.14301
C 8.54687 1.67673 4.52855
C 1.82405 0.48072 -0.66341
C -1.52229 -1.24184 -0.74278
C 6.32386 -3.59492 -1.16390
C 0.17518 5.86381 -2.88762
C -4.63060 3.13946 0.46424
C -2.11350 -3.10575 -3.51862
C -3.84494 -3.50010 -5.12909
C 7.43209 -4.38625 -0.42667
C 0.51180 0.13484 0.07116
C -3.52641 -5.04851 -3.37350
C 4.90785 4.22647 3.19487
C -3.09927 0.11479 1.69797
C -6.13240 4.91219 0.57588
C -2.48975 -4.27572 -2.90525
C 6.78591 -5.52467 0.41426
C -2.98106 -1.10395 -1.25946
C -0.96633 -2.21503 -3.07713
C -1.79208 -1.71920 0.72270
C -4.38770 -0.35676 2.34413
C 6.52020 -1.40050 0.19045
C -2.12087 6.11373 -2.67032
C -3.70570 -3.42135 1.50939
C -0.72399 0.09281 -0.85722
C 4.10110 -0.61376 -0.30777
H -4.62682 6.31905 -3.44338
H 2.75578 0.08242 1.30475
H -4.99972 0.47894 2.68804
H 4.65203 4.57490 4.19439
H -6.64979 -4.80453 1.25456
H 8.86497 0.64245 4.42771
H -7.12091 7.20867 1.39565
H 7.57945 -1.93251 -1.60242
H 4.75821 -2.11927 1.19072
H 6.64015 -6.40425 -0.22171
H 3.53759 1.33840 0.35456
H -4.96424 -0.87143 1.56237
H -2.55178 -1.81803 -5.17221
H -0.80859 -3.27050 -1.22324
H 0.65798 -0.81743 0.60144
H 5.88837 -1.62085 -1.92810
H -4.03026 3.50102 1.29515
H -1.07108 -1.18394 -3.42793
H -2.56418 -3.37679 -0.20714
H 5.19080 -0.43171 1.55282
H 9.28925 2.32127 4.06055
H -1.94421 -4.63169 -2.03433
H -5.36529 -5.32707 0.16928
H -3.81944 -5.98347 -2.90590
H 5.81219 -5.21268 0.80551
H 7.40072 -5.79464 1.27886
H 0.15186 5.93280 -3.97421
H -4.38442 7.22163 -1.91595
H 3.98925 4.06033 2.63777
H 0.40834 -2.04899 -1.43966
H -0.89157 -2.29129 0.96092
H -5.04062 -5.26057 -4.87428
H -5.35948 2.40784 0.80484
H 7.08786 -0.46259 0.14693
H 3.59869 -1.48566 -0.74553
H -1.02588 0.94130 3.46939
H -0.16369 -0.19811 4.46735
H 6.32053 -3.95501 -2.20180
H -1.92065 0.15220 4.78531
H -0.42607 0.24255 -1.89892
H -8.44877 6.11658 0.89980
H 0.39457 6.83661 -2.44971
H -4.25282 -1.04256 3.18517
H -3.68424 -2.95969 2.49947
H -7.96485 7.46566 -0.13910
H 8.00216 -3.76181 0.26939
H -3.27895 -4.42487 1.57072
H -3.97952 2.67388 -0.26168
H 1.95375 -0.26571 -1.45626
H -1.41049 0.88647 -0.54888
H 4.68828 -0.08917 -1.06717
H 5.33411 -3.81732 -0.74941
H -4.36898 -3.19679 -6.03133
H 7.07347 -2.04816 0.88262
H 0.95322 5.16257 -2.59604
H -0.06567 -2.59856 -3.58138
H 8.44850 1.91386 5.58670
H -5.16260 -5.43863 1.98250
H -5.21213 5.66835 -1.91169
H 8.15332 -4.83198 -1.11807
H 0.34980 0.88909 0.85018
H 1.71470 1.49746 -1.05323
H 5.50100 4.97509 2.67162
```

Calculated values
Gap between HOMO and LUMO: 9.4 eV
Energy above the lowest of the compared OMol25 structures with the same formula, charge and spin: 0.000 eV
Multiplicity: 1